[1]
The following is a quantum chemistry calculation of one molecule with the formula C7H11NO, from OMol25.

Results
largest force on an atom = 4.96 eV/A
highest occupied orbital energy = -8.86 eV
structure (SMILES) = CCCc1cnc(C)o1
multiplicity = 1
relative energy (zero: lowest compared OMol25 entry of this formula, charge and spin) = 40.4 kcal/mol
gap between HOMO and LUMO = 9.84 eV

Geometry (Å):
N  2.416  -0.833  -1.502
O  0.572  -1.059  -0.131
C  1.427  -1.595  -1.022
C  1.983  0.427  -0.931
C  0.969  0.225  -0.108
C  0.948  -2.967  -1.521
C  -2.237  1.455  1.831
C  0.160  1.362  0.590
C  -1.361  1.155  0.575
H  2.448  1.348  -1.022
H  -0.153  -2.993  -1.593
H  1.269  -3.235  -2.534
H  1.197  -3.774  -0.873
H  -3.245  1.698  1.633
H  -2.282  0.681  2.438
H  -1.722  2.208  2.466
H  0.476  1.571  1.599
H  0.365  2.359  0.148
H  -1.670  1.823  -0.261
H  -1.560  0.144  0.218

[2]
The following is a quantum chemistry calculation of an isolated ion of composition C7H8BrN4OS and charge +1, from OMol25.

Results
net charge = +1
largest force on an atom = 0.40 eV/A
highest occupied orbital energy = -13.85 eV
multiplicity = 1
gap between HOMO and LUMO = 8.39 eV

Geometry (Å):
C  2.654  -0.767  -0.100
C  2.370  0.689  0.297
N  1.257  0.880  1.261
N  0.009  0.744  0.654
N  -0.532  -0.462  0.692
C  -1.690  -0.633  0.137
O  -2.229  -1.885  0.202
C  -1.379  -2.883  0.111
N  -0.672  -3.780  0.001
C  -2.423  0.389  -0.512
S  -4.020  0.131  -1.193
C  -1.834  1.630  -0.513
C  -0.586  1.802  0.097
Br  0.232  3.451  0.122
H  2.682  -0.887  -1.182
H  1.902  -1.453  0.295
H  3.615  -1.090  0.298
H  2.141  1.298  -0.579
H  3.235  1.157  0.763
H  1.279  0.166  1.984
H  -3.688  -0.979  -1.869
H  -2.321  2.481  -0.969

[3]
The following is a quantum chemistry calculation of one molecule with the formula C2H4O3S2, from OMol25.

Results
largest force on an atom = 3.38 eV/A
highest occupied orbital energy = -9.99 eV
multiplicity = 1
relative energy (zero: lowest compared OMol25 entry of this formula, charge and spin) = 63.1 kcal/mol
gap between HOMO and LUMO = 8.95 eV

Geometry (Å):
C  0.638  -0.778  0.471
C  -0.346  0.108  0.985
O  -0.723  -0.409  -1.837
O  0.216  1.670  -1.080
O  1.709  -0.149  -1.735
S  -1.956  0.043  0.506
S  0.409  0.258  -1.347
H  1.738  -0.875  0.774
H  0.332  -1.826  0.327
H  0.120  0.845  1.669
H  -2.138  1.113  1.268

[4]
The following is a quantum chemistry calculation of C11H11Cl3N4O6SSr as an isolated structure, from OMol25.

Results
largest force on an atom = 1.17 eV/A
highest occupied orbital energy = -8.30 eV
multiplicity = 1
relative energy (zero: lowest compared OMol25 entry of this formula, charge and spin) = 8.0 kcal/mol
gap between HOMO and LUMO = 7.57 eV

Geometry (Å):
Sr  0.779  1.203  -2.159
O  -0.886  0.245  -4.111
Cl  -0.897  1.669  -4.378
O  -1.715  2.018  -5.467
O  0.494  2.064  -4.588
O  -1.315  2.317  -3.139
Cl  2.649  4.050  -2.430
C  4.098  3.394  -1.651
Cl  3.919  1.694  -1.190
H  4.287  3.969  -0.753
H  4.916  3.462  -2.357
O  0.550  2.371  0.010
N  -0.202  1.974  0.948
N  -0.638  0.781  0.782
O  -0.332  0.064  -0.266
C  -1.558  0.256  1.738
C  -1.774  0.897  2.953
C  -2.679  0.350  3.848
C  -3.363  -0.820  3.544
C  -3.139  -1.443  2.326
C  -2.235  -0.911  1.418
H  -1.247  1.808  3.190
H  -2.850  0.848  4.794
H  -4.071  -1.236  4.248
H  -3.680  -2.346  2.072
H  -2.061  -1.365  0.455
S  2.243  -1.511  -2.726
C  1.796  -1.969  -1.169
N  0.795  -2.897  -1.022
C  0.308  -3.281  0.174
C  0.844  -2.752  1.303
C  1.889  -1.828  1.118
N  2.353  -1.458  -0.049
H  0.384  -3.234  -1.882
H  -0.502  -3.996  0.150
H  0.480  -3.015  2.283
H  2.359  -1.372  1.983

[5]
The following is a quantum chemistry calculation of C35H39FInN3OS3Si as an isolated structure, from OMol25.

Results
largest force on an atom = 0.59 eV/A
highest occupied orbital energy = -6.92 eV
multiplicity = 1
relative energy (zero: lowest compared OMol25 entry of this formula, charge and spin) = 17.0 kcal/mol
gap between HOMO and LUMO = 7.37 eV

Geometry (Å):
In  -0.500  -1.134  0.032
C  -0.024  0.137  3.389
C  -0.694  -1.204  3.516
C  -0.714  -1.869  4.764
C  -1.377  -3.052  4.878
C  -2.041  -3.600  3.758
C  -2.815  -4.777  3.854
C  -3.461  -5.241  2.745
C  -3.321  -4.584  1.509
C  -2.553  -3.447  1.358
S  -2.421  -2.739  -0.239
C  -1.921  -2.910  2.526
N  -1.247  -1.723  2.443
H  0.090  0.608  4.365
H  -0.612  0.790  2.745
H  0.967  0.027  2.938
H  -0.204  -1.427  5.611
H  -1.415  -3.582  5.823
H  -2.896  -5.280  4.810
H  -4.080  -6.127  2.808
H  -3.827  -4.977  0.636
C  -5.247  2.099  -0.825
Si  -3.874  3.202  -1.438
C  -4.465  4.254  -2.870
C  -3.247  4.334  -0.091
C  -2.522  2.071  -2.130
C  -2.209  2.077  -3.482
C  -1.315  1.158  -4.029
C  -0.780  0.204  -3.196
N  -1.059  0.158  -1.889
C  -1.870  1.087  -1.340
S  -1.990  0.990  0.386
H  -6.059  2.673  -0.366
H  -4.857  1.403  -0.079
H  -5.666  1.511  -1.647
H  -5.287  4.904  -2.554
H  -4.832  3.641  -3.698
H  -3.664  4.896  -3.250
H  -4.061  4.968  0.278
H  -2.449  4.990  -0.454
H  -2.860  3.754  0.751
H  -2.659  2.823  -4.131
H  -1.057  1.177  -5.079
H  -0.101  -0.554  -3.558
C  6.722  4.257  1.600
C  5.347  3.679  1.384
C  4.386  3.714  2.387
C  3.104  3.223  2.161
C  2.784  2.693  0.923
C  3.741  2.611  -0.080
C  5.011  3.106  0.154
S  1.109  2.119  0.622
C  0.586  3.518  -0.378
O  1.249  0.963  -0.331
H  6.913  4.453  2.655
H  6.824  5.201  1.059
H  7.494  3.583  1.228
H  4.641  4.126  3.358
H  2.355  3.255  2.947
H  3.483  2.146  -1.026
H  5.762  3.055  -0.628
H  1.268  3.618  -1.223
H  0.608  4.406  0.258
H  -0.433  3.315  -0.715
C  -0.833  -4.110  -4.347
C  -0.361  -3.270  -3.250
N  -0.002  -2.622  -2.374
H  -0.750  -5.159  -4.071
H  -0.232  -3.927  -5.236
H  -1.875  -3.881  -4.562
F  4.402  -4.797  -3.140
C  3.685  -4.144  -2.193
C  2.637  -4.797  -1.579
C  1.900  -4.118  -0.621
C  2.195  -2.800  -0.270
C  1.376  -2.081  0.742
C  3.280  -2.189  -0.898
C  4.028  -2.851  -1.864
H  2.406  -5.819  -1.855
H  1.063  -4.612  -0.141
H  1.916  -1.255  1.204
H  0.998  -2.766  1.501
H  3.537  -1.169  -0.630
H  4.871  -2.377  -2.350

[6]
The following is a quantum chemistry calculation of C2H5FNO4S2 as an isolated structure, from OMol25.

Results
net charge = -1
largest force on an atom = 0.37 eV/A
highest occupied orbital energy = -5.59 eV
multiplicity = 1
relative energy (zero: lowest compared OMol25 entry of this formula, charge and spin) = 27.3 kcal/mol
gap between HOMO and LUMO = 9.14 eV

Geometry (Å):
O  2.006  -0.104  1.435
S  2.244  -0.331  0.025
O  2.461  -1.695  -0.383
N  1.240  0.402  -0.945
S  -0.017  1.235  -0.467
O  -0.832  1.500  -1.632
O  0.327  2.369  0.360
C  -1.037  0.203  0.589
C  -1.791  -0.896  -0.117
F  -0.950  -1.876  -0.616
H  3.393  0.308  -0.285
H  -1.777  0.913  0.970
H  -0.437  -0.157  1.423
H  -2.364  -0.488  -0.951
H  -2.467  -1.383  0.593